DFT (ωB97M-V/def2-TZVPD) results for C46H54AsCsF3N9O3S4 as an isolated structure in a non-equilibrium geometry.

Positions of all 121 atoms, in Å:
Cs: 1.28096 -0.15228 1.03235
S: -0.77287 -6.02631 2.41688
C: -0.64105 -4.34438 2.45012
S: -0.94855 -3.43714 1.05026
S: -0.24499 -3.55265 3.89183
C: 2.38524 3.37531 4.63829
C: 3.39331 4.21929 4.18339
C: 4.07255 3.88288 3.03446
C: 3.72223 2.71238 2.34571
N: 2.74156 1.91019 2.79066
C: 2.10324 2.23898 3.89445
C: 4.37968 2.32717 1.10455
C: 5.68819 2.73457 0.79467
C: 6.25490 2.34164 -0.39766
C: 5.50680 1.55780 -1.27207
C: 4.22731 1.18795 -0.87752
N: 3.68090 1.54689 0.26342
H: 1.81655 3.60806 5.52562
H: 3.62774 5.13256 4.71716
H: 4.83656 4.53559 2.63856
H: 1.31811 1.56040 4.20259
H: 6.25749 3.32753 1.49615
H: 7.27119 2.62904 -0.64314
H: 5.90653 1.23725 -2.22149
H: 3.61918 0.55987 -1.51403
C: 0.21592 7.36960 -1.04844
C: -0.06405 6.09868 -0.25111
C: 0.76321 4.90947 -0.69972
S: 0.86272 3.62736 0.66114
O: 1.06819 4.45302 1.86163
C: -0.93779 3.17225 0.65066
C: -1.61846 3.59670 1.93730
C: -3.10020 3.24145 1.90866
H: -0.38720 8.19181 -0.66288
H: -0.02150 7.22859 -2.10259
H: 1.26403 7.65180 -0.96497
H: -1.12742 5.86273 -0.32220
H: 0.17868 6.27772 0.80051
H: 1.80040 5.20241 -0.86128
H: 0.39216 4.41196 -1.59062
H: -0.98199 2.08717 0.57344
H: -1.41337 3.61226 -0.22507
H: -1.49262 4.67148 2.09560
H: -1.12888 3.08586 2.76883
H: -3.62032 3.82079 1.14600
H: -3.55734 3.44621 2.87408
H: -3.23616 2.18832 1.67574
C: -3.42873 -1.79493 6.18285
C: -4.27796 -2.08140 4.94560
C: -3.83692 -3.38508 4.29018
C: -4.23855 -0.89603 3.95762
N: -2.93319 -0.33817 3.77990
C: -1.95947 -0.62842 2.90035
N: -0.97040 0.20700 3.09948
N: -1.34650 0.99727 4.09993
N: -2.50748 0.69134 4.51263
H: -3.62279 -2.54262 6.95024
H: -3.64379 -0.80761 6.59082
H: -2.37318 -1.84755 5.92548
H: -5.32848 -2.18529 5.25468
H: -2.78744 -3.35031 4.00513
H: -4.42942 -3.59280 3.40181
H: -3.95922 -4.21148 4.98797
H: -4.86826 -0.08250 4.33522
H: -4.60686 -1.20498 2.97596
H: -1.98933 -1.41563 2.17250
C: -6.17365 -0.64058 -1.18735
N: -4.94092 -0.00904 -1.57782
C: -4.60847 0.09221 -2.88457
C: -3.42170 0.61761 -3.27062
C: -2.52062 1.01392 -2.23276
N: -2.86310 0.93809 -0.95642
C: -4.03858 0.45029 -0.56125
O: -4.40526 0.37743 0.59792
N: -1.33210 1.53397 -2.53646
H: -7.03326 -0.05808 -1.52579
H: -6.18077 -0.68397 -0.10009
H: -6.23870 -1.65132 -1.59501
H: -5.32908 -0.28823 -3.59903
H: -3.14111 0.67670 -4.30807
H: -0.96183 1.43468 -3.47126
H: -0.65545 1.66319 -1.79730
O: 2.25003 -1.45669 -0.70296
As: 1.80212 -2.44751 -1.88542
C: 0.14547 -2.21845 -2.86650
C: 0.09423 -2.22335 -4.25021
C: -1.13321 -2.21113 -4.89071
C: -2.30561 -2.25722 -4.15450
C: -2.24936 -2.25809 -2.77091
C: -1.02605 -2.21200 -2.12901
C: 1.60761 -4.24969 -1.21626
C: 2.31958 -4.59798 -0.07749
C: 2.22070 -5.87046 0.45359
C: 1.41256 -6.81116 -0.16506
C: 0.70716 -6.47129 -1.30804
C: 0.79925 -5.19291 -1.83241
C: 3.27118 -2.59662 -3.17331
C: 3.97336 -3.79232 -3.26636
C: 5.08506 -3.89786 -4.08590
C: 5.52497 -2.79786 -4.80237
C: 4.85225 -1.59324 -4.68668
C: 3.72935 -1.49321 -3.88324
H: 1.02152 -2.21757 -4.81322
H: -1.17769 -2.17283 -5.97002
H: -3.26241 -2.28509 -4.66316
H: -3.15224 -2.31136 -2.18151
H: -0.97122 -2.21482 -1.04679
H: 2.92842 -3.83761 0.40639
H: 2.75728 -6.12654 1.35765
H: 1.30703 -7.79756 0.26758
H: 0.07182 -7.20719 -1.78709
H: 0.21657 -4.91717 -2.70590
H: 3.64177 -4.64822 -2.68624
H: 5.61010 -4.84117 -4.16152
H: 6.38747 -2.87969 -5.45126
H: 5.19956 -0.72023 -5.22194
H: 3.21249 -0.54653 -3.81875
F: 1.30810 2.38781 -3.16084
C: 1.63248 1.26361 -3.95497
F: 1.31850 0.19364 -3.03633
F: 0.48158 1.20971 -4.81071

Calculated values
ΔE to the lowest compared entry with this formula, charge and spin	123.9	kJ/mol
charge	-2
frontier orbital gap	0.1284	Ha

These are the Löwdin partial charges, in e, on atoms 1 to 99: 1.035 0.248 -1.961 0.348 0.269 -0.049 -0.075 -0.029 -0.249 0.041 -0.142 -0.223 -0.026 -0.078 -0.041 -0.124 0.051 0.103 0.101 0.101 0.094 0.099 0.099 0.099 0.085 -0.115 -0.309 -0.317 0.894 -0.526 -0.348 -0.297 -0.099 0.064 0.070 0.068 0.104 0.096 0.086 0.078 0.035 0.079 0.098 0.079 0.070 0.068 0.042 -0.086 -0.407 -0.083 -0.121 -0.095 -0.177 -0.048 -0.053 0.044 0.071 0.063 0.070 0.121 -0.002 0.077 0.079 0.123 0.121 0.031 -0.039 -0.056 -0.084 -0.024 -0.373 0.205 -0.501 0.025 0.207 0.087 0.083 0.091 0.128 0.108 0.072 0.090 -0.882 1.174 -0.303 -0.096 -0.087 -0.106 -0.080 -0.104 -0.344 -0.106 -0.094 -0.120 -0.088 -0.103 -0.251 -0.089 -0.099


DFT (ωB97M-V/def2-TZVPD) results for an isolated ion of composition C2H2ClO3P and charge -2 in a non-equilibrium geometry.

Positions of all 9 atoms, in Å:
C: -0.23727 0.31160 0.10235
C: 0.87372 0.91652 0.67647
O: 1.23254 2.10173 0.58493
P: 2.25789 -0.08727 1.83735
O: 3.63047 0.40435 1.57171
O: 1.87702 -0.35508 3.24793
Cl: 2.56690 -2.42413 1.09764
H: -0.45776 -0.69966 0.25836
H: -0.87502 0.86526 -0.48016

Calculated values
ΔE to the lowest compared entry with this formula, charge and spin	45.3	kJ/mol
charge	-2
structure (SMILES)	C=C([O-])[P@@](=O)([O-])Cl
frontier orbital gap	0.2333	Ha

Formally, the natural (NBO) partial charges of the atoms, in units of the elementary charge, are as follows: -0.792 0.232 -0.757 2.022 -1.156 -1.164 -0.725 0.183 0.157


DFT (ωB97M-V/def2-TZVPD) results for C50H43Cl2F3MnN2O5Si2 as an isolated structure in a non-equilibrium geometry.

Positions of all 108 atoms, in Å:
Mn: 0.66425 -0.53316 0.79683
C: 3.57450 -0.71286 2.81899
Si: 1.95655 -1.13602 3.67634
C: 2.44091 -2.47235 4.90370
C: 1.26841 0.31705 4.63534
N: 0.75789 -1.53761 2.44089
C: -0.23174 -2.51812 2.55258
C: -0.41717 -3.35440 3.66140
C: -1.40274 -4.32852 3.68969
C: -2.25770 -4.50263 2.61557
C: -2.11817 -3.67559 1.50862
C: -1.12672 -2.71649 1.49982
O: -0.91757 -1.83713 0.40052
C: -1.90595 -1.86815 -0.60154
C: -3.05847 -1.12741 -0.45503
C: -3.98568 -1.12314 -1.48668
C: -3.76335 -1.88996 -2.62587
C: -2.61773 -2.66745 -2.72832
C: -1.67483 -2.65623 -1.70987
H: 4.00659 0.19407 3.25976
H: 3.44774 -0.53232 1.74990
H: 4.30167 -1.52165 2.93609
H: 3.37952 -2.13889 5.35924
H: 2.62529 -3.44170 4.42934
H: 1.71775 -2.61237 5.71139
H: 2.04552 0.80646 5.23310
H: 0.46734 0.00034 5.31081
H: 0.85982 1.06379 3.94470
H: 0.22506 -3.23402 4.52217
H: -1.50166 -4.95522 4.56820
H: -3.02594 -5.26422 2.62913
H: -2.78383 -3.77706 0.66293
H: -3.22164 -0.56308 0.45529
H: -4.88216 -0.52036 -1.39706
H: -4.48576 -1.87812 -3.43363
H: -2.44986 -3.27957 -3.60624
H: -0.76857 -3.24837 -1.76884
C: -4.67303 2.00251 3.33001
C: -3.55107 1.54921 4.00896
C: -2.37932 1.29164 3.31100
C: -2.30952 1.48873 1.92735
C: -3.44783 1.93896 1.25266
C: -4.62021 2.19163 1.95380
Si: -0.59891 1.37364 1.18368
C: 0.15060 3.05894 1.45461
C: -0.66630 4.19256 1.43194
C: -0.15394 5.43735 1.76629
C: 1.17487 5.56514 2.15117
C: 1.99792 4.44839 2.18375
C: 1.49020 3.20574 1.83033
H: -5.58976 2.20946 3.86928
H: -3.58148 1.40387 5.08253
H: -1.50268 0.93774 3.85050
H: -3.41282 2.10889 0.18514
H: -5.49225 2.55911 1.42624
H: 1.69649 0.40350 1.34740
H: -1.71222 4.10509 1.15751
H: -0.79641 6.30891 1.73403
H: 1.56921 6.53807 2.42293
H: 3.03339 4.53958 2.49082
H: 2.13678 2.33402 1.86741
Cl: -0.87816 5.06890 -3.50697
C: 0.82127 4.84185 -3.19996
C: 1.41224 5.80619 -2.39735
C: 2.77052 5.80244 -2.16308
C: 3.55243 4.83784 -2.76992
C: 2.97008 3.88148 -3.57232
Cl: 4.02359 2.78465 -4.40922
C: 1.57215 3.80115 -3.78713
N: 1.12090 2.76430 -4.59307
C: -0.21547 2.38765 -4.94498
C: -0.66753 2.82731 -6.18410
C: -1.92576 2.49235 -6.65377
C: -2.75667 1.70309 -5.87651
C: -2.30305 1.23752 -4.65172
C: -1.03365 1.54602 -4.16840
C: -0.57250 0.84677 -2.89993
C: -1.06685 1.41702 -1.61273
O: -1.96687 2.18685 -1.46265
O: -0.43731 0.90636 -0.47167
H: 0.78163 6.56929 -1.96312
H: 3.22154 6.56333 -1.54114
H: 4.62886 4.83766 -2.65094
H: 1.76856 1.99301 -4.59952
H: -0.01418 3.46159 -6.77228
H: -2.25433 2.84386 -7.62537
H: -3.74232 1.42757 -6.23226
H: -2.94524 0.60882 -4.04401
H: 0.52043 0.75166 -2.87419
H: -0.95856 -0.17284 -2.92159
F: 2.66664 -8.13169 0.93616
C: 2.34574 -7.62309 -0.26669
F: 1.16216 -8.16500 -0.62649
F: 3.25851 -8.07084 -1.15139
C: 2.27736 -6.12727 -0.25258
C: 2.07356 -5.45392 -1.44984
C: 1.96465 -4.07587 -1.45906
C: 2.06911 -3.35596 -0.26504
C: 2.28698 -4.04006 0.92881
C: 2.38567 -5.42325 0.93423
C: 1.94552 -1.91512 -0.32924
C: 2.29120 -0.79542 -0.70076
H: 2.00401 -6.00852 -2.37770
H: 1.82443 -3.53632 -2.38844
H: 2.38384 -3.47878 1.84914
H: 2.54882 -5.95130 1.86455
O: 2.65166 0.24105 -1.30851
O: 2.53106 -0.06255 -2.76584

Calculated values
ΔE to the lowest compared entry with this formula, charge and spin	140.1	kJ/mol
expectation value of S²	3.925
spin multiplicity	4
frontier orbital gap (alpha / beta)	0.2316 / 0.2524	Ha

These are the Löwdin partial charges, in e, on atoms 1 to 99: 0.646 -0.166 0.420 -0.183 -0.162 -0.124 -0.274 -0.025 -0.081 -0.081 -0.001 -0.162 -0.103 -0.277 0.000 -0.049 -0.083 -0.058 0.007 0.040 -0.002 0.037 0.041 0.036 0.028 0.039 0.034 0.000 0.071 0.107 0.105 0.121 0.115 0.115 0.109 0.113 0.122 -0.077 -0.073 -0.086 -0.267 -0.106 -0.070 0.745 -0.241 -0.076 -0.075 -0.080 -0.076 -0.097 0.105 0.106 0.087 0.089 0.106 0.042 0.103 0.105 0.104 0.105 0.078 0.720 -0.567 -0.137 -0.102 -0.124 -0.576 0.726 -0.259 0.067 -0.227 -0.033 -0.081 -0.078 -0.032 -0.137 -0.013 -0.427 0.128 -0.176 0.097 0.102 0.103 0.080 0.120 0.104 0.102 0.103 0.099 0.126 0.133 -0.581 0.136 0.139 -0.127 -0.001 -0.011 -0.195 -0.005


DFT (ωB97M-V/def2-TZVPD) results for one molecule with the formula C2H4N2OS in a non-equilibrium geometry.

Positions of all 10 atoms, in Å:
N: -0.54558 2.19822 -0.28122
N: -1.42336 1.16801 -0.13939
C: -0.78787 -0.01001 -0.21895
S: 0.96469 -0.29579 -0.12956
C: 1.10047 -2.09365 0.23041
O: 0.22231 -2.72238 0.67218
H: 0.50011 1.94895 -0.03069
H: -0.77536 3.16423 0.03990
H: -1.41028 -0.91327 -0.41091
H: 2.15488 -2.44430 0.26822

Calculated values
ΔE to the lowest compared entry with this formula, charge and spin	306.7	kJ/mol
structure (SMILES)	N/N=C\SC=O
frontier orbital gap	0.3277	Ha

Formally, the natural (NBO) partial charges of the atoms, in units of the elementary charge, are as follows: -0.647 -0.189 -0.196 0.112 0.307 -0.490 0.340 0.384 0.227 0.151